(1)
The following is a quantum chemistry calculation of a cluster of 15 separate species, C66H172N25O15P5 in total at a distorted geometry, from the OMol25 dataset.

Last column: Mulliken charge in e.
Positions of all 283 atoms, in Å:
C -3.82568 0.37468 3.87994  0.0087
O -3.66921 0.18936 5.09073  -0.7232
N -4.41446 1.44560 3.35659  0.7952
C -4.27729 1.76470 1.89524  -0.5584
C -5.07828 2.45772 4.17061  -1.1623
H -3.56257 -0.29814 3.04912  0.5363
H -3.73213 2.70855 1.88901  -0.0931
H -5.10449 1.81602 1.18727  0.3231
H -3.58057 1.10989 1.37187  -0.0792
H -6.10889 2.48008 3.81643  0.3582
H -5.13221 2.18730 5.22516  0.3692
H -4.68100 3.47151 4.12083  0.2593
C 0.55339 -6.61030 0.66122  -0.1394
O 1.06545 -6.97941 -0.44686  -0.6212
N -0.03623 -5.41675 0.92825  0.5574
C -0.21582 -4.43768 -0.12019  -0.5728
C -0.60589 -5.05360 2.20979  -0.5560
H 0.52107 -7.28426 1.53124  0.3638
H 0.09235 -4.70514 -1.13092  0.2255
H 0.56760 -3.70690 0.08059  -0.1036
H -1.19070 -3.95632 -0.04261  0.3478
H 0.17303 -4.77908 2.92116  -0.1364
H -1.14786 -4.12524 2.02949  -0.1197
H -1.17690 -5.88539 2.62229  0.6866
C 3.58378 -4.07014 -0.85159  -0.6063
O 3.96687 -3.07285 -0.22459  -0.2320
N 2.91299 -4.05498 -2.04725  1.2503
C 2.66954 -5.25741 -2.87138  -0.9813
C 2.59458 -2.81546 -2.71670  -0.0710
H 3.89688 -5.09416 -0.59558  0.3546
H 1.65740 -5.29949 -3.27375  0.1476
H 2.88996 -6.26632 -2.52263  0.3474
H 3.22325 -5.12658 -3.80111  0.3989
H 2.79109 -1.92439 -2.12050  -0.3025
H 3.17856 -2.84189 -3.63667  0.4744
H 1.54839 -2.78410 -3.02101  -0.5737
C -4.46897 4.53424 -3.66095  0.0283
O -4.58070 5.71152 -3.89196  -0.6965
N -4.38025 3.62723 -4.66591  0.2334
C -4.06892 2.24720 -4.29679  0.0953
C -4.47081 4.12556 -6.06854  -0.9896
H -4.38035 4.07960 -2.66213  0.5136
H -3.14712 2.23877 -3.71512  -0.0545
H -3.86369 1.60049 -5.14986  -0.0985
H -4.86383 1.71832 -3.77095  -0.0179
H -5.24779 4.89001 -6.06725  0.3637
H -3.52012 4.55372 -6.38631  0.2905
H -4.81674 3.36760 -6.77134  0.3180
C -3.11712 -2.99901 6.95025  -0.0153
O -3.48062 -3.60945 7.96501  -0.6561
N -1.79787 -3.04562 6.46636  0.2231
C -1.44336 -2.42159 5.20009  1.3869
C -0.75508 -3.94236 7.06710  -0.9108
H -3.77613 -2.28693 6.42982  0.4864
H -1.11781 -3.19628 4.50584  -0.0836
H -0.58277 -1.77954 5.38789  -0.5176
H -2.32618 -1.94683 4.77189  -0.7912
H -1.06200 -4.79364 7.67474  0.3671
H 0.00116 -4.30077 6.36873  0.1886
H -0.27482 -3.29599 7.80172  0.3425
C 6.97321 -3.84359 -2.83831  0.1089
O 7.08967 -4.16810 -4.01968  -0.6245
N 6.42571 -2.68286 -2.38261  0.2174
C 5.63129 -1.77252 -3.21692  -1.1548
C 6.76149 -2.30843 -1.00040  -1.1314
H 7.26443 -4.44102 -1.96055  0.3314
H 5.21484 -2.24425 -4.10693  0.3584
H 6.27982 -0.95598 -3.53440  0.8337
H 4.79791 -1.30398 -2.69343  0.0371
H 7.52732 -1.53285 -1.00932  0.4418
H 5.96460 -1.76971 -0.48773  0.1332
H 7.19011 -3.05874 -0.33600  0.4288
C -5.10655 -2.66694 1.28667  -0.0036
O -5.02567 -1.96412 0.30309  -0.3375
N -6.09876 -2.44601 2.18947  0.1968
C -6.21253 -3.19891 3.47665  -1.0491
C -7.00339 -1.28075 2.05974  -0.6179
H -4.44071 -3.49562 1.57326  0.1935
H -5.86725 -4.20134 3.22364  0.3454
H -7.25186 -3.40938 3.72883  0.2874
H -5.55822 -2.60264 4.11261  0.4267
H -8.07944 -1.44643 2.11231  0.3732
H -6.65888 -0.60846 2.84551  0.3187
H -6.85056 -0.74850 1.12088  -0.0879
C -5.76068 0.82989 -1.21383  0.1390
O -5.09329 1.88162 -1.32692  -0.2610
N -7.09947 0.91015 -1.27490  0.5355
C -7.89940 -0.24839 -1.51139  -0.9207
C -7.85586 2.16967 -1.28190  -1.1303
H -5.26431 -0.13694 -1.03758  0.0782
H -8.39421 -0.33227 -2.47897  0.3682
H -8.75614 -0.32513 -0.84190  0.3823
H -7.28161 -1.14218 -1.59851  0.1219
H -8.88008 2.24669 -0.91703  0.3910
H -7.35257 2.97819 -0.75171  0.2364
H -8.08016 2.54257 -2.28127  0.3402
C -0.59434 -0.87898 1.16035  0.2811
O -1.53473 -1.18379 1.83378  -0.5497
N -0.65146 -0.53220 -0.11325  1.5500
C 0.55548 -0.54238 -0.97915  0.5544
C -1.84421 -0.40696 -0.90797  0.2334
H 0.45119 -0.95630 1.49664  -0.0261
H 1.51987 -0.81893 -0.55303  0.0829
H 0.79272 0.46573 -1.31905  -0.2492
H 0.40533 -1.08766 -1.91094  -0.7292
H -2.02856 -1.18765 -1.64597  -0.5935
H -2.64929 -0.45403 -0.17466  -0.6387
H -1.83167 0.57937 -1.37177  0.0579
O -3.65908 -1.00696 -3.90257  -0.2882
P -3.72354 -2.37384 -4.49195  -0.0337
N -5.22649 -3.00953 -4.16743  0.1314
C -6.42213 -2.42983 -4.87627  -0.8144
C -5.48030 -3.44188 -2.82045  -0.9845
N -2.53702 -3.50916 -3.88608  0.8845
C -1.16528 -3.08158 -3.72088  0.1163
C -2.72160 -4.93488 -4.09089  -1.2250
N -3.50143 -2.51662 -6.18896  0.4696
C -2.75723 -1.47879 -6.94500  -0.7497
C -3.93762 -3.68708 -7.01251  -1.2747
H -6.31628 -2.52273 -5.95712  0.2408
H -6.63116 -1.38253 -4.65816  0.1648
H -7.27403 -3.02634 -4.54986  0.3935
H -4.62564 -4.02343 -2.47484  0.3026
H -6.37025 -4.06933 -2.77147  0.4177
H -5.71379 -2.51491 -2.29670  0.0949
H -0.54147 -3.70357 -3.07894  -0.4184
H -0.64214 -3.01231 -4.67464  0.3276
H -1.20285 -2.13018 -3.19029  -0.3855
H -2.20940 -5.14173 -5.03055  0.3217
H -2.30634 -5.50983 -3.26320  0.0877
H -3.80154 -5.07290 -4.03801  0.5399
H -1.69431 -1.64817 -7.11713  0.2624
H -3.19323 -1.46819 -7.94394  0.4169
H -2.90876 -0.47182 -6.55620  -0.1283
H -4.43090 -4.49276 -6.46876  0.3433
H -3.04568 -4.08175 -7.49910  0.4012
H -4.66926 -3.40543 -7.76979  0.3669
O 2.48934 2.20670 -4.27953  -0.3735
P 2.09384 1.89706 -5.67043  -0.1743
N 1.87844 3.29161 -6.66163  0.4074
C 1.77335 4.65621 -6.09833  -1.0721
C 1.57070 3.31603 -8.06873  -0.8655
N 0.60517 1.13534 -5.75139  0.6162
C 0.63559 -0.20938 -5.37331  -0.6928
C -0.62175 1.87863 -5.54712  0.1291
N 3.22356 0.92550 -6.58253  0.3769
C 4.62318 0.94378 -6.20337  -1.1465
C 2.91795 0.41959 -7.95468  -1.5074
H 0.70586 4.87307 -6.05899  0.4211
H 2.33576 5.33902 -6.73519  0.4309
H 2.02911 4.67544 -5.03893  0.0969
H 0.50375 3.19045 -8.25294  0.3113
H 1.98025 2.53051 -8.70381  0.1544
H 1.81975 4.19419 -8.66444  0.3677
H -0.31889 -0.73575 -5.37294  -0.5016
H 1.28426 -0.68332 -6.11001  0.2709
H 1.08609 -0.32657 -4.38771  0.5826
H -0.61877 2.68211 -6.28368  0.0838
H -1.49777 1.29628 -5.83269  -0.2359
H -0.65099 2.31625 -4.54926  0.0540
H 5.26928 0.51289 -6.96822  0.4421
H 4.92999 1.97126 -6.00781  0.3000
H 4.88921 0.33711 -5.33777  0.2423
H 3.04041 -0.66306 -7.98583  0.3707
H 3.38140 0.93792 -8.79412  0.3415
H 1.83200 0.48916 -8.01765  0.5947
O 1.48309 -5.30083 4.88430  -1.0178
P 2.78406 -4.69992 4.41203  0.0426
N 3.58381 -5.63314 3.20147  0.7328
C 4.81304 -5.09719 2.48588  -0.8460
C 3.34462 -7.02756 2.99554  -1.1161
N 3.95293 -4.66370 5.67135  0.3915
C 3.93842 -5.69073 6.70325  -1.1026
C 5.18609 -3.84784 5.74076  -1.1864
N 2.62731 -3.12720 3.78693  1.1038
C 2.52994 -1.90480 4.59563  -1.2035
C 2.26022 -2.87234 2.38818  -0.2440
H 5.20536 -5.83103 1.78186  0.4393
H 5.53596 -4.88034 3.27232  0.2116
H 4.60431 -4.17223 1.94831  0.1620
H 2.34302 -7.35739 3.27142  0.2251
H 4.09941 -7.53670 3.59484  0.3285
H 3.57044 -7.23320 1.94920  0.3585
H 4.59852 -6.49398 6.37586  0.2880
H 4.41102 -5.28692 7.59862  0.3694
H 2.91117 -6.02267 6.85381  0.2486
H 5.25467 -3.41451 6.73857  0.3283
H 6.09555 -4.43049 5.59415  0.3928
H 5.18746 -3.06915 4.97805  0.3148
H 3.56139 -1.63179 4.81851  0.2507
H 1.97272 -1.13390 4.06334  0.1192
H 2.08075 -2.04635 5.57864  0.5257
H 2.53843 -1.89323 1.99825  0.0880
H 1.24761 -3.15093 2.09643  -0.1154
H 2.73063 -3.61941 1.74888  -0.3630
O 6.91204 0.93489 0.62442  -0.9122
P 5.78118 1.87128 0.59247  0.0186
N 6.21163 3.44382 0.91575  0.4105
C 6.54296 3.85773 2.22683  -1.2045
C 7.04887 4.15744 -0.06448  -1.0822
N 4.47781 1.56662 1.70026  0.7553
C 4.39929 0.31402 2.36232  -0.3109
C 3.46394 2.56297 2.14309  -1.9619
N 4.90852 1.91885 -0.89381  1.2314
C 3.88280 2.92782 -1.13015  -0.8664
C 5.49605 1.35813 -2.07797  -0.7133
H 6.33976 4.92418 2.32432  0.3786
H 7.62412 3.80377 2.35453  0.3818
H 5.95351 3.38549 3.01273  0.3280
H 6.54848 4.23340 -1.02985  0.2088
H 8.01878 3.66959 -0.16127  0.3412
H 7.14496 5.20393 0.22489  0.4150
H 5.16356 0.27031 3.13827  0.2992
H 3.36753 0.16015 2.67838  -0.0455
H 4.57706 -0.53035 1.69633  -0.1349
H 3.91189 3.55531 2.09113  0.5375
H 2.58793 2.47055 1.50110  -0.0561
H 3.22364 2.43173 3.19813  1.2292
H 2.88157 2.50447 -1.05010  -0.4432
H 3.94891 3.76892 -0.44003  0.4944
H 3.97599 3.45469 -2.07979  0.5120
H 6.05087 0.42638 -1.96796  -0.2002
H 6.15790 2.08103 -2.55491  0.3388
H 4.79046 1.06498 -2.85535  0.1188
O 1.98825 1.77451 5.26226  -0.9548
P 0.83919 2.51384 5.87540  0.1752
N 0.12446 1.59670 7.13448  0.6601
C -0.75680 2.22398 8.18130  -1.0759
C 0.40353 0.19811 7.23250  -0.5667
N -0.39912 2.84216 4.78715  0.9508
C -0.64816 1.66070 3.90904  -0.1537
C -1.66746 3.58038 5.01978  -0.8748
N 1.14274 4.05804 6.59720  0.4007
C 1.68571 4.16425 7.96751  -1.1616
C 1.53613 5.18495 5.77834  -0.9468
H -0.25631 2.35164 9.14115  0.3072
H -1.58686 1.55367 8.40439  0.2909
H -1.07280 3.21605 7.85873  0.3379
H 1.14055 0.09598 8.02903  0.2828
H 0.90423 -0.14301 6.32639  -0.5144
H -0.54902 -0.32624 7.30867  0.4420
H -1.33571 0.88166 4.23838  -0.2140
H -1.18156 2.13962 3.08793  -0.5456
H 0.31223 1.31768 3.52422  0.2724
H -2.43193 2.90487 5.40367  0.2870
H -1.50311 4.31857 5.80475  0.5670
H -2.08113 4.06003 4.13270  -0.0867
H 1.95260 3.17965 8.35146  0.3632
H 2.39990 4.97789 8.09410  0.4312
H 0.88343 4.46173 8.64276  0.3108
H 1.65075 6.15708 6.25783  0.4521
H 0.80418 5.27328 4.97551  0.1168
H 2.54237 4.99905 5.40278  0.3697
C 0.31089 3.68422 -1.86638  0.4309
C -0.54627 4.96584 -1.77731  1.4519
C -1.95623 4.48488 -1.63726  -0.4772
C -2.37256 3.96518 -0.21737  0.4181
C -2.06503 5.07697 0.78577  -1.8174
C -0.62718 5.54570 0.79729  2.4145
N -0.17062 5.77265 -0.59912  0.4109
O 1.22720 6.07190 -0.66128  -0.4661
C -0.64335 6.92911 1.60547  -1.8881
C 0.14173 4.49543 1.58056  -0.7865
C -0.40947 5.78044 -3.15124  -1.8297
H -0.01650 2.87234 -2.51581  -0.9981
H 0.43371 3.28959 -0.85776  -0.2373
H 1.29854 3.96774 -2.23008  0.4664
H -2.56209 5.36626 -1.84752  0.7248
H -2.24451 3.63484 -2.25567  -0.6830
H -1.95895 3.00797 0.10013  -0.5375
H -3.41308 3.64103 -0.23622  0.5478
H -2.48281 4.60612 1.67563  0.0742
H -2.83343 5.83745 0.64674  0.4497
H -1.04705 7.60336 0.85014  0.5626
H -1.24129 6.91059 2.51664  0.2719
H 0.33033 7.33339 1.88226  0.3319
H -0.24575 3.49991 1.36403  -0.6791
H 1.21328 4.63848 1.44121  0.6096
H -0.07897 4.50413 2.64795  -0.2420
H -0.56147 5.07890 -3.97150  -0.0253
H 0.59049 6.18217 -3.31495  0.4903
H -1.14783 6.58225 -3.14830  0.4802
H 1.26949 7.02707 -0.74757  0.3504

Atoms 1-2, force components in eV/Å:
C -0.05 -0.32 0.86
O -0.11 -0.28 -1.08

Results
Net charge   0
Energy   -185641.3877 eV
E_LUMO   0.20 eV
Spin multiplicity   1



(2)
The following is a quantum chemistry calculation of a structure of composition C14H34IN4O2P2Ru, from the OMol25 dataset.

Last column: Mulliken charge in e.
Positions of all 58 atoms, in Å:
Ru 0.46999 -0.41747 -1.03299  0.5318
C -2.72368 -0.22582 0.06003  -1.3714
P -1.81338 -0.21061 -1.48726  1.3641
C -2.27151 1.26560 -2.40509  -1.4578
C -2.30990 -1.64650 -2.48696  -1.0727
C -1.23607 -1.96301 -3.52664  -0.9488
P 0.36090 -2.18410 -2.67747  1.0121
C 0.32500 -3.82222 -1.92402  -1.2638
C 1.66765 -2.21074 -3.91714  -1.2925
H -3.79156 -0.24423 -0.18404  0.5308
H -2.50941 0.67404 0.63552  0.3405
H -2.49402 -1.11444 0.64828  0.3849
H -3.34797 1.22139 -2.59447  0.5249
H -1.76388 1.31557 -3.36938  0.4497
H -2.06611 2.16769 -1.82964  0.3797
H -3.27136 -1.41217 -2.95378  0.5735
H -2.48381 -2.48757 -1.81027  0.4519
H -1.12944 -1.15689 -4.25919  0.4368
H -1.48196 -2.86691 -4.08919  0.5947
H 0.11340 -4.55646 -2.70537  0.5081
H -0.44171 -3.90195 -1.15371  0.3543
H 1.30055 -4.05626 -1.49845  0.3191
H 1.47752 -3.04198 -4.60154  0.4413
H 2.64348 -2.36137 -3.45434  0.4025
H 1.68869 -1.28897 -4.49988  0.4526
O 1.05594 1.33084 -3.18479  -0.2483
N 0.78326 0.65033 -2.33826  0.1784
C -0.68883 1.04279 3.64067  -0.6835
C 0.65381 1.70346 3.34091  -1.1384
N 0.61903 2.60770 2.17923  0.1549
C 0.70008 4.05207 2.50187  -0.8306
C -0.59645 4.58966 3.09937  -1.0095
C 0.50458 2.15540 0.93314  1.2897
C 0.35035 3.13942 -0.18267  -1.5064
N 0.55396 0.84655 0.66216  0.2306
H -0.59319 0.42894 4.53594  0.4195
H -1.03687 0.40533 2.82511  0.0620
H -1.45525 1.79142 3.83462  0.3162
H 1.44933 0.96399 3.18858  0.4982
H 0.96486 2.30709 4.19017  0.4693
H 0.98414 4.60344 1.61274  0.4558
H 1.51917 4.15112 3.21658  0.4155
H -1.43497 4.47004 2.41191  0.2806
H -0.46675 5.65359 3.29548  0.4112
H -0.83963 4.11134 4.04759  0.3381
H 1.29645 3.64405 -0.38918  0.4288
H -0.38386 3.90608 0.06078  0.3865
H 0.02518 2.63668 -1.08739  -0.1247
H 0.73141 0.29993 1.49729  -0.2329
N 1.06615 -3.36857 2.01831  -0.2365
C 1.75364 -2.64086 1.16999  0.6934
O 1.20927 -1.81180 0.39980  -0.8119
C 3.25666 -2.87253 1.05621  -1.1451
I 4.39282 -2.96491 2.85223  0.8441
H 0.05964 -3.28893 2.08005  0.2590
H 1.50779 -4.05266 2.61980  0.2070
H 3.71685 -2.11200 0.42991  0.4903
H 3.43004 -3.85365 0.59881  0.4920

Atoms 1-2, force components in eV/Å:
Ru 0.04 0.55 -0.21
C -0.08 0.01 -0.04

Results
Net charge   +4
Energy above the lowest of the compared OMol25 structures with the same formula, charge and spin   6.04 kJ/mol
Energy   -54344.0846 eV
Expectation value of S²   0.75
E_LUMO (alpha / beta)   -13.28 / -16.88 eV
Spin multiplicity   2